Record 1
Computed, not measured: an isolated ion of composition C5H6N and charge +1, with ωB97M-V with the def2-TZVPD basis set.

## Properties
* net charge: +1
* LUMO level (spin up / spin down): -7.74 / -7.91 eV
* HOMO-LUMO gap (spin up / spin down): 7.48 / 7.59 eV
* electronic energy: -248.3194 a.u.
* highest occupied orbital energy (spin up / spin down): -15.22 / -15.50 eV
* ΔE to the lowest compared entry with this formula, charge and spin: 185.95 kcal/mol

Each line ends with the Mulliken charge.
Cartesian coordinates (Å):
C (1.837, -2.195, 0.394)  0.276
C (2.121, -3.374, 0.638)  -0.251
C (-0.638, -1.258, -0.911)  -0.701
C (0.150, -0.499, -0.066)  0.916
C (-0.385, 0.767, 0.432)  -1.101
N (1.264, -1.014, 0.484)  -0.233
H (-0.377, -2.289, -0.729)  0.332
H (-1.209, -0.779, -1.805)  0.330
H (-0.556, 1.372, -0.462)  0.369
H (0.365, 1.419, 1.010)  0.342
H (-1.369, 0.635, 0.965)  0.303
H (1.849, -0.178, 1.137)  0.419

***

Record 2
Computed, not measured: an isolated ion of composition C5H6N and charge +1, with ωB97M-V with the def2-TZVPD basis set.

## Properties
* net charge: +1
* LUMO level: -6.44 eV
* HOMO-LUMO gap: 8.70 eV
* electronic energy: -248.3535 a.u.
* highest occupied orbital energy: -15.15 eV
* ΔE to the lowest compared entry with this formula, charge and spin: 164.51 kcal/mol

Each line ends with the Mulliken charge.
Cartesian coordinates (Å):
C (0.128, -1.159, -0.303)  0.295
C (-0.034, 0.023, -0.518)  0.414
C (0.218, 1.153, -1.531)  -0.218
C (0.593, -2.530, -0.272)  -1.033
C (-0.664, 2.254, 0.684)  -0.626
N (-0.320, 1.362, -0.280)  0.211
H (1.097, -2.734, 0.607)  0.369
H (1.327, -2.458, -1.024)  0.316
H (-0.178, -3.408, -0.265)  0.314
H (-1.744, 2.199, 1.171)  0.286
H (-0.478, 3.134, 0.173)  0.346
H (0.056, 2.165, 1.557)  0.328

***

Record 3
Computed, not measured: an isolated ion of composition C5H6N and charge +1, with ωB97M-V with the def2-TZVPD basis set.

## Properties
* net charge: +1
* LUMO level: -6.53 eV
* HOMO-LUMO gap: 9.60 eV
* electronic energy: -248.3619 a.u.
* highest occupied orbital energy: -16.13 eV
* ΔE to the lowest compared entry with this formula, charge and spin: 159.27 kcal/mol
* SMILES: C[C@@H]1[C@H]2C3=C[N@@+]312

Each line ends with the Mulliken charge.
Cartesian coordinates (Å):
C (-0.497, -0.363, 1.540)  -1.446
C (0.316, 0.135, 0.483)  0.504
C (-0.430, 0.891, -0.631)  0.003
C (0.492, 0.889, -1.754)  0.005
C (0.991, -0.247, -1.964)  -0.163
N (-0.017, -0.551, -0.852)  -0.121
H (-1.508, -0.268, 1.304)  0.327
H (-0.526, 0.089, 2.560)  0.386
H (-0.273, -1.286, 1.999)  0.391
H (1.351, 0.449, 0.702)  0.409
H (-1.474, 1.097, -0.713)  0.327
H (1.574, -0.836, -2.673)  0.377

***

Record 4
Computed, not measured: C5H6N as an isolated structure, with ωB97M-V with the def2-TZVPD basis set.

## Properties
* 2S+1: 3
* net charge: +1
* LUMO level (spin up / spin down): -4.48 / -7.27 eV
* HOMO-LUMO gap (spin up / spin down): 6.67 / 8.27 eV
* electronic energy: -248.3131 a.u.
* highest occupied orbital energy (spin up / spin down): -11.15 / -15.53 eV
* ΔE to the lowest compared entry with this formula, charge and spin: 91.67 kcal/mol
* <S²>: 2.02

Each line ends with the Löwdin spin population.
Cartesian coordinates (Å):
C (-2.485, -0.229, 0.381)  0.473
C (0.435, -1.542, -1.056)  0.641
C (0.770, -1.569, 0.194)  0.090
C (-0.082, -0.245, 0.235)  0.383
C (0.451, 1.134, 0.202)  0.053
N (-1.363, -0.486, 0.428)  0.205
H (-3.545, -0.143, 0.363)  0.034
H (0.480, -1.764, -2.095)  0.049
H (1.394, -2.230, 0.735)  0.030
H (0.183, 1.474, 1.184)  0.024
H (-0.244, 1.783, -0.386)  0.017
H (1.543, 1.371, 0.061)  0.001

***

Record 5
Computed, not measured: a 2-piece molecular cluster, C5H6N2 overall, with ωB97M-V with the def2-TZVPD basis set.

## Properties
* net charge: 0
* LUMO level (spin up / spin down): -0.43 / -0.43 eV
* HOMO-LUMO gap (spin up / spin down): 8.48 / 8.48 eV
* electronic energy: -303.5054 a.u.
* highest occupied orbital energy (spin up / spin down): -8.90 / -8.90 eV
* ΔE to the lowest compared entry with this formula, charge and spin: 82.02 kcal/mol

Each line ends with the Mulliken charge.
Cartesian coordinates (Å):
C (-0.764, 2.157, 0.519)  -0.218
C (0.691, -0.905, 0.761)  -0.412
C (-0.579, -0.587, 0.996)  -0.311
C (1.066, -0.627, -0.654)  -0.458
C (-1.100, -0.104, -0.276)  -0.309
N (-0.551, 3.214, 0.901)  -0.424
N (-0.208, -0.360, -1.255)  -0.157
H (1.408, -1.382, 1.346)  0.449
H (-1.000, -0.700, 2.018)  0.355
H (1.647, 0.282, -0.716)  0.312
H (1.538, -1.492, -0.919)  0.391
H (-1.982, 0.477, -0.549)  0.508
H (-0.167, 0.026, -2.172)  0.273

***

Record 6
Computed, not measured: one molecule with the formula C5H6N2, with ωB97M-V with the def2-TZVPD basis set.

## Properties
* net charge: 0
* LUMO level: 0.95 eV
* HOMO-LUMO gap: 10.85 eV
* electronic energy: -303.5480 a.u.
* highest occupied orbital energy: -9.90 eV
* ΔE to the lowest compared entry with this formula, charge and spin: 55.29 kcal/mol
* SMILES: N#C[C@H]1C[C@H]2CN21

Each line ends with the Mulliken charge.
Cartesian coordinates (Å):
N (2.487, -1.184, 0.974)  -0.456
C (1.668, -0.367, 0.936)  0.156
C (0.649, 0.614, 0.569)  0.229
C (0.343, 0.597, -0.951)  -0.787
C (-1.083, 0.273, -0.532)  -0.063
C (-1.120, -0.954, 0.274)  -0.252
N (-0.766, 0.306, 0.939)  -0.506
H (0.911, 1.605, 0.947)  0.363
H (0.855, -0.174, -1.535)  0.269
H (0.488, 1.569, -1.419)  0.270
H (-1.972, 0.757, -0.925)  0.328
H (-0.359, -1.722, 0.134)  0.209
H (-2.088, -1.324, 0.597)  0.240

***

Record 7
Computed, not measured: a 2-piece molecular cluster, C5H6N2 overall, with ωB97M-V with the def2-TZVPD basis set.

## Properties
* net charge: 0
* LUMO level: 0.86 eV
* HOMO-LUMO gap: 9.90 eV
* electronic energy: -303.5537 a.u.
* highest occupied orbital energy: -9.04 eV
* ΔE to the lowest compared entry with this formula, charge and spin: 51.69 kcal/mol
* SMILES: c1c[nH]cn1.C#C

Each line ends with the Mulliken charge.
Cartesian coordinates (Å):
C (4.070, 2.080, 1.638)  -0.312
C (2.928, 2.611, 2.198)  -0.190
N (2.300, 1.548, 2.798)  0.023
C (3.065, 0.440, 2.585)  -0.236
N (4.149, 0.729, 1.883)  -0.531
H (4.840, 2.602, 1.071)  0.347
H (2.518, 3.620, 2.222)  0.359
H (1.416, 1.581, 3.313)  0.190
H (2.788, -0.544, 2.961)  0.324
C (0.321, 0.753, -0.717)  -0.285
C (1.459, 0.751, -0.298)  -0.484
H (-0.689, 0.755, -1.089)  0.366
H (2.470, 0.750, 0.075)  0.430

***

Record 8
Computed, not measured: C5H6N2 as an isolated structure, with ωB97M-V with the def2-TZVPD basis set.

## Properties
* net charge: 0
* LUMO level (spin up / spin down): 0.30 / 0.30 eV
* HOMO-LUMO gap (spin up / spin down): 8.04 / 8.04 eV
* electronic energy: -303.4206 a.u.
* highest occupied orbital energy (spin up / spin down): -7.74 / -7.74 eV
* ΔE to the lowest compared entry with this formula, charge and spin: 135.21 kcal/mol

Each line ends with the Mulliken charge.
Cartesian coordinates (Å):
N (-0.397, -1.067, 1.773)  -0.467
C (-1.092, -0.125, 1.456)  0.195
C (-1.044, 0.888, 0.490)  -0.192
C (0.456, 0.968, -0.180)  0.335
C (1.043, -0.324, -0.154)  -1.328
C (-0.109, -0.774, -1.056)  -0.112
N (-0.767, 0.573, -0.915)  -0.431
H (-1.566, 1.833, 0.600)  0.417
H (0.871, 1.973, -0.194)  0.430
H (2.088, -0.568, -0.263)  0.356
H (0.682, -1.016, 1.639)  0.258
H (0.189, -0.838, -2.109)  0.250
H (-0.736, -1.633, -0.800)  0.288

***

Record 9
Computed, not measured: one molecule with the formula C5H6N2, with ωB97M-V with the def2-TZVPD basis set.

## Properties
* net charge: 0
* LUMO level: -0.72 eV
* HOMO-LUMO gap: 8.97 eV
* electronic energy: -303.5232 a.u.
* highest occupied orbital energy: -9.69 eV
* ΔE to the lowest compared entry with this formula, charge and spin: 70.81 kcal/mol
* SMILES: C=C1C=C(C)N=N1

Each line ends with the Mulliken charge.
Cartesian coordinates (Å):
C (0.489, 2.592, -0.625)  -0.557
C (0.243, 1.437, -0.062)  0.560
C (0.608, -0.094, -0.545)  -0.481
C (-0.059, -0.832, 0.316)  0.333
C (-0.403, -2.267, 0.446)  -0.907
N (-0.828, -0.019, 1.157)  -0.276
N (-0.653, 1.237, 0.954)  -0.400
H (-0.049, 3.383, -0.021)  0.284
H (1.090, 2.727, -1.564)  0.267
H (1.070, -0.282, -1.451)  0.374
H (0.482, -2.940, 0.078)  0.278
H (-1.264, -2.361, -0.186)  0.235
H (-0.727, -2.581, 1.505)  0.291

***

Record 10
Computed, not measured: C5H6N2 as an isolated structure, with ωB97M-V with the def2-TZVPD basis set.

## Properties
* net charge: 0
* LUMO level: 0.88 eV
* HOMO-LUMO gap: 9.61 eV
* electronic energy: -303.4347 a.u.
* highest occupied orbital energy: -8.73 eV
* ΔE to the lowest compared entry with this formula, charge and spin: 126.33 kcal/mol

Each line ends with the Mulliken charge.
Cartesian coordinates (Å):
C (-1.896, -0.345, -0.669)  -0.643
C (-0.202, -0.530, -1.895)  -0.092
C (-0.859, -0.280, 0.115)  0.047
C (0.372, -0.534, 0.760)  0.306
C (1.273, 1.048, 1.570)  -0.802
N (-1.511, -0.529, -1.992)  -0.548
N (0.274, -0.390, -0.681)  -0.143
H (-2.885, -0.025, -0.441)  0.394
H (0.491, -0.499, -2.687)  0.387
H (0.706, -1.601, 1.077)  0.255
H (1.755, 1.373, 0.643)  0.269
H (1.940, 0.457, 2.184)  0.290
H (0.543, 1.857, 2.017)  0.280

***

Record 11
Computed, not measured: one molecule with the formula C5H6N2, with ωB97M-V with the def2-TZVPD basis set.

## Properties
* net charge: 0
* LUMO level: 0.87 eV
* HOMO-LUMO gap: 9.90 eV
* electronic energy: -303.5125 a.u.
* highest occupied orbital energy: -9.03 eV
* ΔE to the lowest compared entry with this formula, charge and spin: 77.54 kcal/mol
* SMILES: N=C=CC[C@H]1C=N1

Each line ends with the Mulliken charge.
Cartesian coordinates (Å):
N (2.383, -1.632, 0.745)  -0.593
C (1.696, -0.607, 0.657)  0.450
C (1.032, 0.503, 0.461)  -0.651
C (0.281, 0.720, -0.824)  -0.438
C (-1.209, 0.508, -0.645)  -0.077
C (-1.781, -0.346, 0.375)  -0.151
N (-1.865, 0.872, 0.675)  -0.480
H (1.840, -2.429, 1.064)  0.267
H (0.926, 1.206, 1.280)  0.347
H (0.657, 0.032, -1.590)  0.291
H (0.448, 1.732, -1.207)  0.273
H (-1.801, 0.757, -1.523)  0.419
H (-2.084, -1.299, 0.789)  0.341

***

Record 12
Computed, not measured: one molecule with the formula C5H6N2, with ωB97M-V with the def2-TZVPD basis set.

## Properties
* net charge: 0
* LUMO level: 0.27 eV
* HOMO-LUMO gap: 9.22 eV
* electronic energy: -303.5473 a.u.
* highest occupied orbital energy: -8.95 eV
* ΔE to the lowest compared entry with this formula, charge and spin: 55.72 kcal/mol
* SMILES: C1=NC2(CC2)N=C1

Each line ends with the Mulliken charge.
Cartesian coordinates (Å):
C (1.964, 0.009, -0.407)  -0.159
N (1.028, 0.932, -0.564)  -0.643
C (0.005, 0.463, 0.211)  0.649
C (-1.498, -0.291, -0.365)  -0.439
C (-1.361, 1.012, 0.288)  -0.339
N (0.256, -0.751, 0.831)  -0.533
C (1.472, -1.035, 0.399)  -0.310
H (2.954, 0.116, -0.844)  0.393
H (-1.390, -0.350, -1.430)  0.276
H (-2.015, -1.116, 0.123)  0.203
H (-1.469, 1.879, -0.343)  0.247
H (-1.806, 1.106, 1.269)  0.221
H (1.965, -1.932, 0.690)  0.433